Record 1
The following is a DFT calculation (wB97M-V/def2-TZVPD) of an isolated molecule of C6H7FO.

Results
E (Ha): -407.824253
Relative energy (zero: lowest compared OMol25 entry of this formula, charge and spin) (kJ/mol): 247.7
Maximum force (eV/Å): 4.93
Gap between HOMO and LUMO (eV): 9.031
SMILES string: F/C=C1/C=CCCO1

Last column: Mulliken charge in e.
Element x y z (Å)
C -1.32951 -0.67213 0.94081  -0.46
C 0.16507 -0.61144 -1.13589  -0.44
C 1.78582 1.25266 -1.27523  -0.30
O 0.41451 1.06873 0.58010  -0.35
H 0.46945 -0.38444 2.40259  0.22
H -2.21193 0.03203 0.55670  0.20
C -0.23884 0.19207 1.55279  -0.39
H 2.14494 0.92441 -2.17117  0.39
H 0.41035 -1.04683 -2.06749  0.33
H -1.43836 -2.01584 -1.06944  0.25
C 0.84187 0.54304 -0.61154  0.46
C -0.86392 -1.19888 -0.46601  -0.35
F 2.43142 2.32336 -0.95924  -0.24
H -0.78883 1.01119 2.19916  0.21
H -1.79205 -1.41793 1.52385  0.46

---

Record 2
The following is a DFT calculation (wB97M-V/def2-TZVPD) of a cluster of 7 separate species, C19H42NO13S in total.

Results
E (Ha): -2179.971351
Relative energy (zero: lowest compared OMol25 entry of this formula, charge and spin) (kJ/mol): 0.0
Maximum force (eV/Å): 12.52
Net charge: -1
Gap between HOMO and LUMO (eV): 4.749

Last column: Mulliken charge in e.
Element x y z (Å)
H 4.29888 3.52124 -0.85842  0.29
H 0.72188 1.50124 -0.96842  -0.23
C 3.89388 3.44724 0.22058  -1.36
C -1.34712 -3.03976 2.25658  -1.25
S 0.06888 2.52824 -4.16942  0.86
H -3.33512 3.96224 0.82658  0.25
H -0.82012 0.88224 3.33958  0.02
O 2.02788 1.82624 0.68558  -0.21
O -1.96612 2.43024 2.49558  -0.35
H 1.02088 -1.35976 -4.08742  0.22
C -3.19712 -0.59276 -3.09342  -0.63
H -2.16012 -0.41376 -3.71942  0.19
C -3.00912 2.95324 0.35158  -0.82
C -1.61012 2.08524 4.96858  -1.23
H -4.71212 -5.37976 -0.81342  0.60
H -1.72612 -3.16676 1.31858  0.13
H -2.17912 -2.53576 2.69458  0.43
H 1.38888 0.15224 4.97458  0.31
H -0.99912 -3.88776 2.76758  0.38
C -1.17512 1.79824 3.42758  0.19
H -3.57312 -3.12976 -0.04942  0.06
C 4.08088 -1.62776 -1.26042  -0.35
H -2.61412 1.84724 5.10158  0.41
H 3.93788 -2.71776 -0.94542  0.28
O -1.11812 2.75724 -4.97142  -0.75
H -2.81912 -3.93876 -1.36942  0.48
O -1.30912 1.26724 0.83458  -0.37
O 1.21388 3.13924 -4.79242  -0.78
C 1.30888 -2.31576 -3.49442  -0.60
O 0.39988 -1.72676 3.26158  -0.34
O 0.42188 1.10024 -4.02842  -0.67
H 3.86788 0.35624 -0.48642  0.08
H 1.35488 5.03324 0.46058  0.43
O -0.11012 2.96424 -2.85342  -0.61
H -2.36312 3.14824 -0.58342  0.18
O 3.59288 -3.14176 -3.43942  -0.58
H 3.82188 4.51324 0.67158  0.39
N 0.40988 0.60824 -1.24042  1.09
H -0.50812 0.74024 -1.74642  -0.01
H 3.11088 -1.19476 0.61258  -0.25
H 2.97688 -0.16876 4.47158  0.48
H 0.50588 -0.12376 -0.51442  -0.20
H 0.22788 3.71324 -0.24142  -0.10
H 2.16588 -1.23876 5.21358  0.48
O -1.82512 -1.57576 -1.47842  -0.43
H 1.33988 0.00424 2.47158  -0.03
H 5.08888 -1.27676 -1.77142  0.22
H -3.88712 2.34024 -0.08442  0.27
C 3.91388 -0.71376 -0.12742  -0.37
C -2.87712 -1.51376 -2.13142  0.67
O 2.83388 -1.65176 -1.86842  0.00
H 1.54488 4.45324 -1.06242  0.54
H -5.84912 -3.94776 -0.92642  0.25
C 1.97188 -0.50676 4.48358  -1.87
H -1.60812 3.14824 5.18158  0.33
H 0.73888 -2.36376 -2.68642  0.00
C 1.55588 -0.86976 3.03958  0.52
H -0.12512 2.32424 3.36358  0.13
H -5.18712 -4.92576 -2.17442  0.32
O -3.77612 -2.43376 -1.98242  -0.37
H 4.52588 2.83924 0.81958  0.32
H -3.46312 0.42124 -2.70442  0.15
H 1.09688 0.20624 -1.80842  0.28
C 2.39788 3.08024 0.25958  0.75
C -2.05212 2.21924 1.29258  0.72
O 0.46388 -2.20176 1.00958  -0.55
H 4.81888 -0.78676 0.63758  0.42
H 1.24988 -3.18276 -4.17342  0.34
C -4.89112 -4.54776 -1.13942  -1.47
H -0.97812 1.39424 5.63358  0.27
C -3.65312 -3.59076 -1.07942  -0.11
C 2.76288 -2.42476 -2.98542  0.53
C -0.06512 -2.22376 2.14458  0.98
H -3.99512 -0.91276 -3.78042  0.33
C 1.40088 4.08324 -0.12242  -1.02
H 2.35988 -1.43876 2.52158  0.32